1.
{
  "formula": "CH5N2S",
  "method": "the ωB97M-V functional and the def2-TZVPD basis",
  "species": ["C", "N", "N", "S", "H", "H", "H", "H", "H"],
  "positions_angstrom": [[-0.953, 0.452, -0.560], [1.225, -0.308, 0.266], [-1.597, -0.040, 0.327], [2.697, 0.054, -0.100], [-1.398, 1.003, -1.395], [0.722, 0.230, 1.015], [-2.579, 0.013, 0.371], [-1.132, -0.495, 1.061], [3.016, -0.908, -0.984]],
  "atomic_forces_ev_per_a": [[1.8, 2.2, -4.3], [-2.9, -0.2, 0.7], [-1.4, -1.2, 2.3], [1.7, 0.9, 0.6], [0.4, -0.1, 0.0], [2.2, -0.2, -0.7], [-1.8, 0.0, 0.2], [0.6, -1.2, 1.5], [-0.4, -0.1, -0.2]],
  "lumo_ev": [-5.02, -7.14],
  "gap_ev": [7.436, 7.141],
  "total_charge": 1,
  "max_force_ev_per_a": 5.12,
  "homo_ev": [-12.454, -14.284],
  "s_squared": 2.012,
  "spin_multiplicity": 3,
  "e_above_lowest_kcal_mol": 65.5
}

2.
{
  "formula": "CH5N2S2",
  "method": "the ωB97M-V functional and the def2-TZVPD basis",
  "species": ["C", "N", "N", "S", "S", "H", "H", "H", "H", "H"],
  "positions_angstrom": [[0.408, 0.156, 0.171], [-0.781, 0.628, 0.457], [1.496, 0.851, 0.375], [-1.290, -2.283, -0.670], [0.523, -1.509, -0.420], [-0.887, 1.528, 1.020], [-1.555, -0.015, 0.220], [1.245, 1.814, 0.654], [2.444, 0.641, 0.027], [-1.604, -1.813, -1.834]],
  "atomic_forces_ev_per_a": [[-0.9, -1.3, -0.2], [-0.4, 1.2, 0.8], [0.2, 1.5, 0.1], [-0.8, -0.6, 1.7], [1.8, 0.3, -0.4], [-0.2, -1.9, -1.3], [0.2, 0.8, 0.6], [1.2, -0.6, -0.2], [-1.0, 0.0, 0.4], [-0.1, 0.6, -1.5]],
  "lumo_ev": -3.72,
  "gap_ev": 10.838,
  "total_charge": 1,
  "max_force_ev_per_a": 2.26,
  "homo_ev": -14.557,
  "smiles": "NC(=[NH2+])SS",
  "e_above_lowest_kcal_mol": 0.0
}

3.
{
  "formula": "CH5N2Si",
  "method": "the ωB97M-V functional and the def2-TZVPD basis",
  "species": ["C", "N", "N", "Si", "H", "H", "H", "H", "H"],
  "positions_angstrom": [[0.487, -0.045, 1.245], [-1.511, -1.573, -1.524], [-0.827, -0.733, -1.335], [0.233, 0.678, -0.524], [0.260, -1.131, 1.294], [1.333, 0.245, 1.736], [-0.403, 0.513, 1.774], [1.236, 0.423, -1.450], [-0.809, 1.623, -1.215]],
  "atomic_forces_ev_per_a": [[-5.4, 1.0, -1.3], [1.1, 1.3, 0.0], [-1.6, -2.3, 0.1], [-1.2, 0.2, 0.5], [0.4, 0.7, -0.2], [2.5, 0.7, 1.0], [1.5, -1.2, -0.5], [1.6, 0.0, -1.0], [1.1, -0.4, 1.4]],
  "lumo_ev": -5.38,
  "gap_ev": 11.829,
  "total_charge": 1,
  "max_force_ev_per_a": 5.61,
  "homo_ev": -17.207,
  "smiles": "C[SiH2][N+]#N",
  "e_above_lowest_kcal_mol": 7.0
}

4.
{
  "formula": "CH5N3",
  "method": "the ωB97M-V functional and the def2-TZVPD basis",
  "species": ["C", "H", "H", "H", "H", "H", "N", "N", "N"],
  "positions_angstrom": [[-0.047, 0.315, -0.026], [1.978, -0.262, -0.203], [0.898, -1.587, 0.142], [-1.313, -1.332, -0.248], [-2.115, 0.224, 0.262], [0.895, 1.921, 0.212], [1.019, -0.559, -0.011], [-1.290, -0.325, -0.047], [-0.026, 1.606, -0.080]],
  "atomic_forces_ev_per_a": [[-1.3, 0.3, -0.4], [-1.0, 0.0, 0.1], [0.0, 1.8, -0.2], [-0.4, 1.1, 0.3], [1.2, -0.9, -0.6], [0.1, 0.2, -0.3], [0.7, -1.5, 0.2], [0.3, 0.0, 0.2], [0.4, -1.0, 0.7]],
  "lumo_ev": 0.82,
  "gap_ev": 9.549,
  "total_charge": 0,
  "max_force_ev_per_a": 1.83,
  "homo_ev": -8.733,
  "smiles": "N=C(N)N",
  "e_above_lowest_kcal_mol": 12.1
}

5.
{
  "formula": "CH5N3",
  "method": "the ωB97M-V functional and the def2-TZVPD basis",
  "species": ["C", "H", "H", "H", "H", "H", "N", "N", "N"],
  "positions_angstrom": [[-0.807, 0.398, -0.198], [1.603, 0.463, 0.983], [2.035, 0.502, -0.679], [0.030, -1.362, 0.057], [-0.551, 1.497, -0.190], [-2.237, -1.037, 0.263], [1.599, -0.034, 0.092], [0.317, -0.418, -0.367], [-1.988, -0.009, 0.039]],
  "atomic_forces_ev_per_a": [[0.1, -0.1, 0.9], [-0.2, 0.1, -0.5], [-0.2, -0.4, 1.1], [1.0, 1.6, -1.1], [-0.5, -1.0, -0.4], [1.3, 2.0, -0.9], [0.2, 0.5, -1.1], [-1.1, -2.2, 1.5], [-0.6, -0.5, 0.5]],
  "lumo_ev": 1.11,
  "gap_ev": 10.596,
  "total_charge": 0,
  "max_force_ev_per_a": 2.88,
  "homo_ev": -9.485,
  "smiles": "[H]/N=C\\NN",
  "e_above_lowest_kcal_mol": 53.0
}

6.
{
  "formula": "CH5N3",
  "method": "the ωB97M-V functional and the def2-TZVPD basis",
  "species": ["N", "C", "N", "N", "H", "H", "H", "H", "H"],
  "positions_angstrom": [[1.101, -0.618, -0.481], [-0.054, -0.019, 0.130], [-0.910, 0.505, -0.829], [-0.062, 0.227, 1.378], [0.909, -1.606, -0.545], [1.860, -0.359, 0.134], [-1.904, 0.404, -0.701], [-0.550, 0.388, -1.762], [-1.012, 0.299, 1.740]],
  "atomic_forces_ev_per_a": [[-0.6, 1.4, -0.1], [0.7, 1.3, -0.3], [-0.2, -0.9, 0.0], [-0.6, -2.0, 0.4], [0.5, -0.2, 0.1], [0.3, -0.8, 0.1], [0.0, 0.2, 0.0], [-0.3, -0.2, -0.1], [0.1, 1.2, -0.1]],
  "lumo_ev": 0.91,
  "gap_ev": 9.751,
  "total_charge": 0,
  "max_force_ev_per_a": 2.08,
  "homo_ev": -8.845,
  "smiles": "N=C(N)N",
  "e_above_lowest_kcal_mol": 22.3
}